ORCA calculation (ωB97M-V/def2-TZVPD) on C6H16N2O in the gas phase.

XYZ file:
```
25
Properties=species:S:1:pos:R:3:mulliken_charge:R:1
C -0.1962 -1.0849 1.7125 0.290
C -0.5873 0.0113 -1.2245 0.323
C 1.1448 1.4907 -0.2510 -1.047
C 1.1728 -1.2142 2.3745 -1.308
C -1.4339 1.1939 -1.7150 -1.491
C 0.2117 -0.6020 -2.3733 -1.567
N 0.3080 0.3179 -0.1135 0.419
N -0.3023 0.2688 1.1607 -0.586
O -1.2534 -1.3472 2.5835 -0.574
H -1.1464 -0.7877 3.3621 0.359
H -1.2835 0.5518 1.1367 0.296
H -0.2885 -1.8412 0.9155 0.246
H -1.2689 -0.7618 -0.8465 0.344
H 1.7751 1.5470 0.6348 0.337
H 0.5855 2.4330 -0.3374 0.333
H 1.7782 1.3679 -1.1262 0.323
H 1.2532 -0.4984 3.1933 0.369
H 1.9375 -1.0052 1.6392 0.318
H 1.3143 -2.2234 2.7620 0.352
H -2.1980 0.8378 -2.4011 0.445
H -1.9274 1.6893 -0.8801 0.344
H -0.8161 1.9215 -2.2357 0.333
H -0.4645 -1.0149 -3.1178 0.447
H 0.8352 0.1462 -2.8559 0.331
H 0.8501 -1.3963 -1.9968 0.367
```

As for the structure (SMILES): CC(C)N(C)N[C@@H](C)O. The value obtained for the HOMO energy is -8.57 eV. The energy comes out at -11508.226 eV.



ORCA calculation (ωB97M-V/def2-TZVPD) on 2 unconnected molecules or ions with the total composition C6H16N2O2 at a distorted geometry.

XYZ file:
```
26
Properties=species:S:1:pos:R:3:mulliken_charge:R:1
C 1.8347 0.4466 -0.1744 0.565
C 1.0761 0.2916 1.1468 -0.667
C 2.3477 1.8794 -0.3043 -1.605
C 0.9566 0.0899 -1.3695 -1.190
N 0.5552 -1.0687 1.3397 -0.538
H 2.6968 -0.2338 -0.1546 0.245
H 0.3550 -1.2132 2.3256 0.253
H 1.2686 -1.7452 1.0821 0.189
H 1.7465 0.5878 1.9673 0.402
H 0.2210 0.9746 1.1547 0.217
H 2.9841 2.1459 0.5379 0.401
H 0.0715 0.7224 -1.3840 0.225
H 2.9243 1.9933 -1.2194 0.401
H 1.5111 2.5742 -0.3370 0.368
H 0.6447 -0.9500 -1.3192 0.273
H 1.5037 0.2416 -2.2979 0.449
C -2.2176 -1.5319 -1.1161 -0.927
N -2.1723 -0.9764 0.2286 -0.323
C -2.4217 0.3917 0.3423 0.588
O -2.7027 0.6831 1.6294 -0.502
O -2.4997 1.1846 -0.5511 -0.565
H -2.6243 -0.1896 2.0986 0.385
H -1.3368 -1.2642 0.7474 0.428
H -3.2602 -1.6029 -1.4279 0.265
H -1.6897 -0.9071 -1.8384 0.311
H -1.7724 -2.5236 -1.1066 0.353
```

As for the structure (SMILES): CNC(=O)O.CC(C)CN. The value obtained for the HOMO energy is -9.48 eV. The energy comes out at -13557.379 eV.



ORCA calculation (ωB97M-V/def2-TZVPD) on a molecular structure, C6H16N2S at a distorted geometry.

XYZ file:
```
25
Properties=species:S:1:pos:R:3:mulliken_charge:R:1
C -2.8219 -0.0215 -0.8406 -1.376
C -1.7284 -0.6845 1.4487 -1.269
C 2.3798 0.7122 0.9670 -1.486
C 2.2816 -0.7770 -1.1601 -1.648
C -1.5860 -0.3612 -0.0695 0.322
C 1.6420 -0.3301 0.1493 0.334
N -0.8071 1.7331 1.0381 -0.743
N -0.1982 1.6528 -1.5120 -0.787
S -0.2877 0.9346 -0.1816 0.937
H -2.6250 0.5537 -1.6901 0.407
H -3.3844 -0.8617 -1.1140 0.387
H -3.3397 0.6559 -0.1026 0.301
H -0.7786 -0.2905 1.8889 0.316
H -1.6455 -1.7868 1.5217 0.332
H -2.4977 -0.2154 2.0173 0.363
H 3.0748 0.1764 1.5102 0.500
H 2.9659 1.3189 0.3015 0.333
H 1.6698 1.2878 1.4961 0.395
H 2.4887 0.0258 -1.7557 0.437
H 1.5240 -1.4009 -1.6455 0.306
H 3.1698 -1.2267 -0.9015 0.531
H -1.1219 -1.2744 -0.6102 0.327
H 1.5261 -1.2151 0.8069 0.335
H -0.3728 2.5546 1.5374 0.201
H -0.2573 1.1302 -2.3534 0.248
```

The value obtained for the HOMO energy is -8.28 eV. The energy comes out at -20291.878 eV.



ORCA calculation (ωB97M-V/def2-TZVPD) on C6H16N3O3P in the gas phase at a distorted geometry.

XYZ file:
```
29
Properties=species:S:1:pos:R:3:mulliken_charge:R:1
C -1.0181 -3.2186 0.7035 -1.044
C -2.6842 1.2299 0.2119 -1.054
C 4.4967 0.3102 1.2279 -0.568
C 0.2632 1.4615 -2.3964 -0.980
C -0.2196 -2.2172 -0.0946 -0.395
C -1.7143 1.1507 1.4516 -0.204
N 3.9829 0.3774 -0.1346 -0.633
N 2.8581 0.4433 -0.4448 0.321
N 0.1112 0.3554 -1.4813 -0.349
O 1.8666 0.6117 0.5946 -0.191
O -0.0406 -1.0298 0.7259 -0.306
O -0.3745 1.3852 1.1593 -0.446
P 0.3729 0.3454 0.0528 0.859
H -1.7781 -3.5475 -0.0225 0.340
H -0.4289 -4.0865 1.0289 0.283
H -1.6582 -2.7490 1.4992 0.268
H -2.2525 2.0033 -0.3719 0.296
H -2.6534 0.3236 -0.3752 0.268
H -3.7859 1.2374 0.4432 0.368
H 5.4721 0.8077 0.9763 0.272
H 4.7144 -0.6912 1.7292 0.256
H 3.8510 0.8542 1.8331 0.300
H 0.9165 2.1892 -2.0289 0.336
H 0.7994 1.0335 -3.3279 0.258
H -0.7913 1.6136 -2.6877 0.353
H -0.5855 -1.7629 -0.9626 0.440
H 0.7819 -2.3905 -0.3724 0.409
H -1.8445 0.2220 2.0102 0.246
H -2.0076 2.0426 2.0839 0.298
```

As for the structure (SMILES): CCOP(=NC)(OCC)O/N=N\C. The value obtained for the HOMO energy is -8.57 eV. The energy comes out at -26380.177 eV.



ORCA calculation (ωB97M-V/def2-TZVPD) on 2 unconnected molecules or ions with the total composition C6H16N3Si at a distorted geometry.

XYZ file:
```
26
Properties=species:S:1:pos:R:3:mulliken_charge:R:1
C 1.8577 1.6887 -1.4840 -1.402
C -2.8163 0.6114 -0.4358 -1.212
C -1.4503 -2.7892 0.2019 -1.332
C 1.7355 0.3866 -0.5796 -0.398
C -1.3505 1.0592 -0.5284 -0.401
C -0.1670 -2.2083 -0.2014 -0.313
N 2.7034 1.5112 2.9998 -0.828
N 0.7376 0.5414 2.3292 -0.548
N 1.6953 0.9780 2.6845 1.093
Si -0.0260 -0.2251 -0.2382 0.602
H 1.6465 2.6126 -0.9951 0.357
H 2.9232 1.7053 -1.6978 0.420
H 1.3788 1.7085 -2.4457 0.406
H -2.9231 -0.1213 0.3194 0.319
H -3.5420 1.4164 -0.2124 0.335
H -3.1919 0.1163 -1.2932 0.364
H -1.6392 -2.6979 1.2579 0.382
H -2.4507 -2.5465 -0.2665 0.292
H -1.3352 -3.8121 -0.0429 0.397
H 2.2835 0.6787 0.3498 0.239
H 2.3781 -0.2505 -1.1868 0.382
H -1.1068 2.0347 0.0382 0.416
H -1.2361 1.4768 -1.5900 0.376
H 0.0358 -2.6400 -1.2989 0.353
H 0.6421 -2.5993 0.4148 0.377
H 3.2176 1.3644 3.9013 0.325
```

The total charge is +1. The value obtained for the HOMO energy is -14.12 eV. The energy comes out at -18819.417 eV.



ORCA calculation (ωB97M-V/def2-TZVPD) on 2 unconnected molecules or ions with the total composition C6H16N5 at a distorted geometry.

XYZ file:
```
27
Properties=species:S:1:pos:R:3:mulliken_charge:R:1
C 5.1525 -0.5960 0.4528 0.456
C 6.3523 -0.5777 1.2565 -0.888
C -4.2549 -1.0881 0.6152 -1.026
C -0.0952 -0.9606 -1.0129 -0.889
C -3.9030 0.4219 0.4249 -0.547
C -2.5829 0.5632 -0.3660 -0.466
N 4.1847 -0.6761 -0.2064 0.518
N -1.4646 0.2786 0.5115 -0.061
N 3.2123 -0.7174 -0.9885 -1.103
N 0.7080 -0.0388 1.0500 -0.722
N -0.2638 -0.2253 0.2466 0.657
H 7.2558 -0.6199 0.7026 0.309
H 6.5285 -1.5115 1.8155 0.293
H 6.2176 0.2830 1.8518 0.267
H -3.9393 -1.3628 1.5918 0.282
H -5.2766 -1.3795 0.3220 0.362
H -3.7680 -1.6665 -0.1519 0.271
H 0.8810 -1.2422 -1.1991 0.392
H -0.9505 -1.6383 -1.0401 0.301
H -0.3680 -0.2554 -1.7514 0.449
H -4.0608 1.0911 1.3100 0.400
H -4.7232 0.7895 -0.2509 0.305
H -2.5518 -0.2209 -1.1429 0.334
H -2.5172 1.5348 -0.8242 0.271
H -1.3887 0.7184 1.4052 0.333
H 3.2434 -0.2034 -1.8828 0.180
H 1.4823 -0.6240 0.7621 0.323
```

The total charge is +1. The value obtained for the HOMO energy is -11.23 eV. The energy comes out at -13919.815 eV.



ORCA calculation (ωB97M-V/def2-TZVPD) on 2 unconnected molecules or ions with the total composition C6H16N6 at a distorted geometry.

XYZ file:
```
28
Properties=species:S:1:pos:R:3:mulliken_charge:R:1
C -1.8641 2.6626 -0.2739 -0.668
C -1.6733 -0.8234 0.2254 -0.208
C -1.0122 -2.0958 -0.2245 -0.281
C 2.5868 -0.1975 -0.4760 0.427
C 1.8715 1.0634 -0.5919 -0.288
C 1.5235 1.8456 0.4157 -0.961
H -1.1932 2.6226 -1.1430 0.274
H -1.2805 3.0522 0.5877 0.214
H -2.7142 3.3426 -0.4741 0.306
H -2.7829 1.2367 0.8736 0.245
H -2.4225 -0.9014 1.0246 0.288
H -0.4135 -2.5387 0.6059 0.090
H -0.2807 -1.8255 -1.0097 0.190
H -2.4081 -2.8359 -1.5679 0.282
H -2.6639 -3.2970 -0.0104 0.233
H 1.1247 -0.0083 1.6008 0.177
H 0.7673 -1.5490 1.7783 0.307
H 2.8743 -1.8877 0.4910 0.385
H 3.9072 0.4173 -1.6892 0.256
H 1.7626 1.3996 -1.6266 0.292
H 0.9575 2.7516 0.2073 0.407
H 1.7393 1.6285 1.4495 0.408
N -2.4001 1.3137 -0.0735 -0.375
N -1.4278 0.3374 -0.2795 0.015
N -1.9385 -3.1265 -0.7053 -0.603
N 1.5656 -0.9342 1.6276 -0.738
N 2.0757 -1.2541 0.3225 0.122
N 3.7196 -0.3987 -1.0642 -0.797
```

As for the structure (SMILES): [H]/N=C(\C=C)NN.CN/N=C/CN. The value obtained for the HOMO energy is -8.53 eV. The energy comes out at -15418.337 eV.



ORCA calculation (ωB97M-V/def2-TZVPD) on a gas-phase ion, C6H16N6OS (charge +2) at a distorted geometry.

XYZ file:
```
30
Properties=species:S:1:pos:R:3:mulliken_charge:R:1
C -1.8460 0.4550 -0.8073 0.339
C -0.4294 -1.1341 0.1751 0.596
C 0.4920 0.7705 -1.0713 0.373
C 1.0022 -2.7588 1.1997 -1.240
C -1.2966 -2.7208 1.8551 -1.038
C 1.2031 3.6195 -0.3730 -0.905
N -0.8752 1.2518 -1.1639 -0.708
N -1.6733 -0.7589 -0.1871 -0.134
N 0.6454 -0.5169 -0.4096 -0.120
N -3.0832 0.8103 -0.9323 -0.406
N 1.2214 1.0632 -2.1681 -0.382
N -0.2387 -2.1243 1.0865 0.036
O 2.6769 1.7837 0.6736 -0.443
S 1.1058 2.1674 0.5918 0.329
H 1.4179 -2.8070 0.2326 0.547
H 1.7105 -2.2704 1.9119 0.325
H 0.8825 -3.8574 1.4396 0.340
H -1.5848 -3.7049 1.6881 0.415
H -1.0832 -2.6190 2.8262 0.441
H -2.2086 -2.1428 1.6447 0.325
H 1.6072 4.4748 0.2514 0.385
H 0.1982 3.8067 -0.5395 0.409
H 1.7686 3.5567 -1.2570 0.337
H 2.9826 1.8045 1.5882 0.375
H -2.5233 -1.2961 -0.1881 0.308
H 1.6053 -0.9567 -0.2218 0.302
H -3.1831 1.7044 -1.5221 0.338
H -3.7598 0.0289 -1.1717 0.282
H 2.2541 0.7044 -2.1780 0.263
H 1.0118 1.6662 -2.9738 0.309
```

The total charge is +2. The value obtained for the HOMO energy is -16.27 eV. The energy comes out at -28287.867 eV.



Relative energy (zero: lowest compared OMol25 entry of this formula, charge and spin) for the records above, in order: 42.2, 17.8, 54.4, 40.1, 1.0, 149.5, 7.8, 0.0 kcal/mol
Kohn-Sham gap for the records above, in order: 9.56, 10.15, 9.09, 9.42, 9.45, 7.00, 9.28, 9.22 eV